(1)
{
  "formula": "C7H20O4",
  "method": "wB97M-V/def2-TZVPD",
  "symbols": ["C", "C", "C", "O", "C", "H", "H", "H", "H", "H", "H", "H", "H", "C", "C", "C", "O", "H", "H", "H", "H", "H", "H", "H", "H", "O", "H", "H", "O", "H", "H"],
  "positions_angstrom": [[-29.945, -20.059, -6.608], [-29.493, -19.237, -5.400], [-28.291, -20.025, -4.901], [-27.636, -20.417, -6.103], [-28.663, -20.861, -6.974], [-30.330, -19.443, -7.417], [-30.710, -20.785, -6.327], [-30.272, -19.042, -4.662], [-29.130, -18.252, -5.709], [-28.608, -20.896, -4.312], [-27.578, -19.433, -4.329], [-28.836, -21.932, -6.830], [-28.360, -20.697, -8.008], [-34.379, -22.343, -5.357], [-33.903, -22.037, -6.774], [-33.427, -23.272, -7.507], [-34.911, -21.345, -7.499], [-34.640, -21.408, -4.852], [-33.615, -22.815, -4.739], [-35.286, -22.954, -5.365], [-33.073, -21.334, -6.673], [-32.903, -23.001, -8.423], [-34.285, -23.896, -7.781], [-32.765, -23.881, -6.890], [-35.691, -21.908, -7.525], [-30.837, -22.974, -4.227], [-31.624, -22.427, -4.171], [-30.463, -22.949, -3.337], [-30.123, -22.157, -1.575], [-30.884, -22.307, -1.006], [-29.434, -21.831, -0.989]],
  "forces_ev_per_a": [[0.176, -0.472, 0.190], [0.112, 0.516, 0.048], [0.017, 0.091, -0.033], [-0.026, -0.058, 0.147], [-0.417, 0.125, -0.278], [0.066, -0.012, -0.077], [-0.125, 0.169, 0.030], [0.001, -0.300, 0.067], [-0.051, -0.077, -0.143], [0.065, -0.036, -0.080], [-0.038, -0.014, 0.069], [-0.004, -0.004, 0.015], [0.197, 0.021, 0.074], [-0.299, 0.487, 0.150], [0.230, -0.023, 0.636], [-0.101, -0.203, -0.212], [0.123, 0.115, -0.042], [-0.051, -0.004, -0.115], [-0.007, -0.296, -0.181], [0.141, -0.186, 0.009], [-0.048, 0.065, -0.236], [-0.031, -0.013, -0.019], [0.024, -0.001, 0.025], [0.073, 0.084, 0.037], [-0.062, -0.038, -0.046], [-0.048, -0.148, -0.159], [0.016, 0.084, 0.011], [0.080, 0.142, 0.001], [-0.087, -0.001, 0.091], [-0.034, -0.016, 0.054], [0.105, 0.003, -0.033]],
  "nbo_charge": [-0.437, -0.427, -0.074, -0.526, -0.074, 0.212, 0.204, 0.210, 0.201, 0.166, 0.188, 0.171, 0.183, -0.631, 0.094, -0.633, -0.712, 0.214, 0.203, 0.200, 0.172, 0.218, 0.197, 0.221, 0.457, -0.957, 0.459, 0.493, -0.955, 0.478, 0.485],
  "orbital_gap_ha": 0.35633,
  "homo_energy_ev": -9.5,
  "energy_ha": -579.641076
}


(2)
{
  "formula": "C7H21BaN2O13P2",
  "method": "wB97M-V/def2-TZVPD",
  "symbols": ["Ba", "N", "O", "O", "O", "C", "N", "O", "O", "H", "H", "H", "C", "O", "P", "O", "O", "C", "O", "C", "H", "H", "H", "H", "H", "H", "H", "H", "H", "C", "O", "P", "O", "O", "C", "O", "C", "H", "H", "H", "H", "H", "H", "H", "H", "H"],
  "positions_angstrom": [[2.422, -1.976, 1.256], [-0.312, -0.410, -0.110], [0.212, -0.401, 1.033], [0.292, -1.043, -0.909], [-1.402, 0.116, -0.415], [-3.385, 2.692, -1.691], [-2.956, 4.162, -1.607], [-2.811, 4.593, -0.507], [-2.985, 4.764, -2.666], [-2.432, 2.192, -1.520], [-3.680, 2.408, -2.701], [-4.129, 2.535, -0.911], [-1.642, -5.600, 0.860], [-1.778, -5.111, 2.133], [-1.451, -3.518, 2.409], [-0.122, -3.066, 1.933], [-2.747, -2.647, 1.875], [-2.980, -2.551, 0.486], [-1.713, -3.406, 4.027], [-1.557, -2.169, 4.742], [-1.337, -4.898, 0.084], [-2.622, -5.997, 0.596], [-0.963, -6.441, 1.004], [-3.429, -1.608, 0.176], [-3.581, -3.441, 0.299], [-2.110, -2.757, -0.138], [-2.474, -1.719, 5.124], [-1.232, -1.324, 4.135], [-0.784, -2.230, 5.508], [0.963, 2.877, -0.110], [2.350, 2.918, -0.359], [3.232, 1.702, -1.009], [3.208, 0.367, -0.274], [2.955, 1.669, -2.605], [2.587, 2.873, -3.292], [4.776, 2.355, -0.969], [5.962, 1.593, -1.200], [0.573, 2.213, 0.662], [0.375, 2.507, -0.949], [0.444, 3.834, -0.056], [3.454, 3.207, -3.861], [2.271, 3.681, -2.633], [1.694, 2.766, -3.909], [6.337, 1.946, -2.160], [5.725, 0.532, -1.270], [6.778, 1.809, -0.510]],
  "forces_ev_per_a": [[-2.046, 1.411, -1.064], [-2.353, 0.864, 0.826], [-0.084, 1.176, 2.160], [2.473, -2.640, -3.718], [1.146, 0.136, 1.296], [1.316, 0.329, -0.070], [-2.591, -1.670, -2.037], [0.884, 0.900, 1.075], [0.774, 0.407, 0.516], [-0.312, -0.466, 0.515], [-0.302, 0.541, 0.201], [0.279, -0.112, -0.182], [-0.257, -1.863, -1.412], [0.364, 4.441, 3.004], [-3.072, -0.150, 2.022], [0.484, -0.257, -0.199], [2.777, -0.637, 1.566], [-0.281, -1.471, -1.229], [0.464, -0.305, -2.107], [0.524, 1.469, -0.399], [0.304, 0.010, 0.179], [0.069, -0.101, -0.376], [0.186, -0.020, -0.889], [0.003, -0.194, 0.444], [-0.784, 0.451, -0.561], [0.499, 0.591, 0.194], [-0.360, -1.067, 0.273], [0.332, -0.298, -0.782], [-0.340, -0.607, 0.147], [-2.703, -0.791, -1.010], [1.942, -1.437, -0.568], [2.118, 0.888, 0.413], [-0.430, 1.365, -1.140], [-0.702, -0.650, 2.132], [-0.187, 1.155, -0.182], [-2.960, -0.253, 0.987], [-0.061, -0.016, -1.171], [0.941, 0.145, 0.624], [0.514, -0.517, -0.761], [1.158, 0.573, 0.679], [-0.220, -0.074, -0.106], [0.465, -0.107, 0.416], [0.341, -0.828, -0.254], [0.017, -0.306, -0.184], [0.256, -0.011, 0.174], [-0.587, -0.009, 0.559]],
  "lowdin_charge": [1.948, -0.634, -0.267, -0.052, 0.003, 0.056, -0.462, 0.073, 0.059, 0.064, 0.094, 0.100, -0.146, -0.199, 0.546, -0.412, -0.200, -0.109, -0.205, -0.094, 0.085, 0.104, 0.102, 0.099, 0.093, 0.073, 0.099, 0.079, 0.091, -0.106, -0.205, 0.574, -0.436, -0.207, -0.080, -0.237, -0.098, 0.083, 0.079, 0.103, 0.100, 0.085, 0.098, 0.091, 0.077, 0.091],
  "orbital_gap_ha": 0.29231,
  "homo_energy_ev": -12.2,
  "charge": 1,
  "energy_ha": -2074.914765
}


(3)
{
  "formula": "C7H21BrFeNO4",
  "method": "wB97M-V/def2-TZVPD",
  "symbols": ["Fe", "Br", "C", "O", "H", "H", "H", "H", "C", "C", "C", "O", "C", "N", "H", "H", "H", "H", "H", "H", "H", "H", "H", "H", "H", "C", "C", "O", "O", "H", "H", "H", "H", "H", "H"],
  "positions_angstrom": [[-3.130, 3.276, -1.615], [-1.694, 1.175, -1.461], [-2.091, -2.066, 1.133], [-2.362, -1.920, -0.250], [-1.229, -1.543, 1.548], [-2.916, -1.671, 1.726], [-2.032, -3.100, 1.474], [-2.007, -1.119, -0.641], [2.202, 0.787, 1.348], [0.804, 0.729, 2.043], [0.984, 0.469, 3.574], [-0.246, 0.073, 4.262], [-0.208, 0.021, 5.669], [-0.075, 1.874, 1.864], [2.004, 0.741, 0.277], [2.899, -0.003, 1.630], [2.697, 1.739, 1.537], [0.301, -0.168, 1.682], [1.426, 1.398, 3.934], [1.698, -0.315, 3.825], [-0.151, 1.062, 5.984], [0.576, -0.607, 6.092], [-1.184, -0.319, 6.015], [-0.984, 1.676, 2.257], [-0.208, 1.913, 0.864], [-0.073, -0.039, -5.144], [1.061, -0.701, -5.912], [0.574, -1.787, -6.615], [0.404, 1.013, -4.262], [-0.642, -0.752, -4.546], [-0.819, 0.385, -5.816], [1.756, -1.115, -5.181], [1.657, -0.060, -6.561], [1.265, -2.178, -7.155], [-0.257, 1.135, -3.577]],
  "forces_ev_per_a": [[1.669, -2.416, 0.186], [-1.673, 2.616, -0.203], [-0.557, 0.559, 1.139], [0.105, -0.592, -0.160], [0.364, -0.019, -0.581], [-0.346, 0.191, -0.065], [0.204, -0.188, -0.774], [0.135, -0.187, 0.559], [-1.214, 0.945, 0.051], [0.470, -2.084, 2.096], [-0.321, -0.121, 0.467], [0.460, 0.194, -1.947], [-0.384, 1.058, -0.215], [0.697, 0.372, -0.731], [0.300, -0.096, -0.153], [-0.420, -0.151, 0.078], [-0.041, 0.083, 0.113], [0.065, -0.299, -0.288], [-0.324, 0.302, 0.631], [0.276, -0.145, -0.572], [0.492, 0.003, 0.675], [0.180, 0.038, -0.124], [0.079, -0.305, -0.175], [-0.054, -0.204, 0.318], [-0.206, 0.445, -0.243], [-0.561, 0.783, 0.144], [1.156, -0.101, 1.229], [-1.296, -0.829, -0.893], [0.230, -0.470, -0.580], [0.360, -0.517, -0.039], [0.108, 0.111, -0.393], [0.292, 0.407, 0.463], [-0.365, 0.629, 0.072], [0.028, 0.072, 0.042], [0.092, -0.084, -0.127]],
  "nbo_charge": [1.501, -0.491, -0.260, -0.721, 0.170, 0.159, 0.196, 0.449, -0.619, -0.061, -0.067, -0.569, -0.245, -0.828, 0.203, 0.233, 0.218, 0.156, 0.172, 0.177, 0.169, 0.175, 0.194, 0.364, 0.330, -0.076, -0.075, -0.717, -0.727, 0.167, 0.160, 0.160, 0.171, 0.481, 0.451],
  "orbital_gap_ha": [0.12119, 0.11574],
  "homo_energy_ev": [-11.7, -11.7],
  "charge": 1,
  "multiplicity": 5,
  "energy_ha": -4472.281345,
  "s2": 6.01
}


> Which formula does entry 1 have?

C7H20O4